No. 1
Formula: C4H8O2
Source: the OMol25 dataset
Level of theory: ωB97M-V/def2-TZVPD

- charge = 0
- highest occupied orbital energy (eV) = -9.43
- SMILES = OC[C@H]1C[C@H]1O
- energy relative to the best compared isomer or geometry (same formula, charge and spin) (eV) = 2.087
- multiplicity = 1

XYZ file:
```
14
Properties=species:S:1:pos:R:3:forces:R:3
O 0.963 -1.380 -1.034 0.059 -0.125 0.179
C 1.202 -0.001 -0.759 0.056 0.285 -0.088
C 0.375 0.600 0.375 0.125 -0.022 -0.035
C -1.042 1.034 0.052 -0.168 0.087 -0.067
C -0.816 -0.119 0.969 -0.002 0.209 0.236
O -1.165 -1.426 0.636 -0.098 -0.023 -0.242
H 1.097 -1.891 -0.224 0.046 0.146 -0.116
H 0.950 0.495 -1.700 0.111 0.025 0.107
H 2.269 0.185 -0.572 -0.169 -0.164 0.021
H 0.938 1.232 1.062 -0.092 -0.161 -0.147
H -1.356 0.798 -0.964 -0.027 0.003 0.183
H -1.437 1.968 0.441 0.089 -0.141 -0.030
H -1.006 0.047 2.026 0.081 -0.012 -0.175
H -0.971 -1.541 -0.307 -0.010 -0.107 0.173
```
Forces are in eV/Å.



No. 2
Formula: C4H4N2O
Source: the OMol25 dataset
Level of theory: ωB97M-V/def2-TZVPD

- charge = 0
- highest occupied orbital energy (eV) = -11.49
- SMILES = N#CC[C@H](O)C#N
- energy relative to the best compared isomer or geometry (same formula, charge and spin) (eV) = 3.682
- multiplicity = 1

XYZ file:
```
11
Properties=species:S:1:pos:R:3:forces:R:3
C 0.189 -0.513 -0.112 4.914 2.020 -0.413
C -0.096 0.923 0.064 -6.751 -0.018 -0.135
O -0.004 -1.311 0.945 -0.390 -0.300 0.429
C 1.902 0.057 -0.130 -1.289 -3.230 -0.394
C -1.824 0.721 -0.068 2.192 0.242 -0.032
N 3.049 0.066 -0.229 0.153 0.576 0.081
N -2.760 0.118 -0.378 0.154 0.505 0.288
H -0.637 -2.012 0.738 0.183 0.057 -0.071
H 0.019 -0.928 -1.108 0.002 0.161 0.261
H 0.105 1.562 -0.786 0.451 -0.012 0.167
H 0.055 1.317 1.063 0.379 -0.002 -0.182
```
Forces are in eV/Å.



No. 3
Formula: C40H36FN7O5W
Source: the OMol25 dataset
Level of theory: ωB97M-V/def2-TZVPD

- charge = +4
- highest occupied orbital energy (eV) = -17.41
- energy relative to the best compared isomer or geometry (same formula, charge and spin) (eV) = 0.000
- multiplicity = 1

XYZ file:
```
90
Properties=species:S:1:pos:R:3:forces:R:3
W 1.865 -1.473 -1.060 -0.278 -0.112 -0.415
O 3.263 -0.642 -0.221 0.098 0.007 -0.138
C 3.845 -0.301 0.962 0.023 0.039 0.143
C 4.902 0.580 0.980 0.026 0.025 0.005
C 5.488 0.870 2.209 -0.018 -0.010 -0.004
C 5.021 0.287 3.384 -0.006 -0.014 0.005
C 3.956 -0.596 3.346 0.006 0.009 -0.001
C 3.347 -0.900 2.123 -0.085 -0.071 0.004
C 2.253 -1.821 2.059 -0.011 0.014 -0.174
N 1.611 -2.157 0.976 0.080 0.036 0.282
N 0.606 -3.104 1.177 -0.047 -0.015 -0.037
C -0.080 -3.270 0.101 0.096 0.097 0.120
O 0.273 -2.517 -0.984 -0.020 -0.157 -0.023
C -1.164 -4.211 -0.065 -0.018 -0.033 0.029
C -1.547 -5.011 1.021 0.000 -0.009 0.006
C -2.556 -5.939 0.860 0.003 0.010 -0.012
C -3.183 -6.076 -0.376 0.012 0.011 0.009
C -2.806 -5.283 -1.454 -0.023 -0.017 -0.012
C -1.799 -4.348 -1.305 0.010 0.007 -0.004
H 5.266 1.024 0.063 -0.007 -0.003 -0.005
H 6.324 1.556 2.246 0.000 0.001 -0.001
H 5.498 0.519 4.326 -0.002 -0.001 0.001
H 3.595 -1.060 4.255 -0.005 -0.003 0.000
H 1.917 -2.301 2.974 -0.013 0.002 -0.005
H -1.050 -4.901 1.975 0.003 0.003 -0.001
H -2.855 -6.562 1.691 -0.001 -0.001 0.001
H -3.969 -6.810 -0.499 -0.001 0.000 -0.007
H -3.298 -5.400 -2.410 -0.001 0.000 0.001
H -1.505 -3.732 -2.145 0.008 0.005 0.006
F -1.356 2.257 3.541 -0.010 0.005 -0.002
C -1.655 2.206 2.239 0.037 -0.013 0.011
C -0.844 1.478 1.426 -0.053 0.027 0.002
C -1.077 1.447 0.038 0.033 -0.003 0.052
C -0.245 0.703 -0.849 -0.024 0.045 -0.039
O 0.812 0.077 -0.361 -0.020 -0.022 0.027
C -0.558 0.724 -2.205 0.053 0.032 0.053
C -1.640 1.476 -2.650 -0.051 0.014 -0.017
N -2.407 2.183 -1.843 0.027 -0.014 -0.017
C -3.559 2.903 -2.399 0.019 0.020 -0.009
C -3.525 4.403 -2.455 -0.027 -0.008 0.020
C -3.418 3.602 -3.716 0.012 -0.029 0.015
C -2.162 2.195 -0.470 0.028 -0.026 -0.006
C -2.992 2.917 0.390 -0.002 -0.006 0.017
C -2.771 2.948 1.761 -0.024 -0.015 -0.040
N -3.614 3.677 2.591 0.018 0.030 0.008
C -3.902 5.072 2.260 0.004 -0.002 -0.019
C -5.291 5.474 2.724 -0.002 -0.004 0.011
N -5.421 5.215 4.200 -0.008 0.000 0.002
C -5.100 3.781 4.526 0.006 0.005 -0.001
C -3.707 3.429 4.027 0.000 -0.001 0.011
C 0.252 0.040 -3.226 -0.140 -0.044 0.196
O 0.227 0.233 -4.393 -0.023 -0.025 -0.074
O 1.101 -0.895 -2.681 0.428 0.189 -0.065
H -0.002 0.956 1.857 0.008 -0.005 -0.010
H -1.884 1.498 -3.704 0.007 -0.009 0.000
H -4.488 2.397 -2.170 -0.011 0.016 -0.007
H -2.624 4.896 -2.115 0.003 -0.003 -0.001
H -4.448 4.928 -2.251 0.007 0.010 0.006
H -2.455 3.599 -4.208 -0.004 0.001 -0.009
H -4.266 3.556 -4.383 0.000 -0.001 -0.001
H -3.843 3.438 -0.020 -0.001 0.008 0.009
H -3.845 5.235 1.187 -0.008 0.003 0.002
H -3.152 5.731 2.721 -0.002 -0.005 0.010
H -6.064 4.881 2.237 -0.003 0.007 -0.002
H -5.477 6.532 2.548 -0.001 -0.001 -0.005
H -6.370 5.439 4.511 0.003 0.002 0.003
H -4.797 5.839 4.720 0.000 -0.001 -0.003
H -5.863 3.176 4.040 0.002 -0.009 0.006
H -5.170 3.658 5.605 -0.004 -0.003 0.000
H -3.553 2.376 4.243 -0.003 -0.003 -0.005
H -2.953 3.995 4.588 -0.005 0.003 -0.002
N 2.648 -3.592 -1.070 -0.073 0.007 0.083
C 4.036 -3.729 -1.487 0.002 0.048 -0.016
C 4.873 -4.763 -1.191 -0.005 0.045 -0.029
C 6.152 -4.786 -1.797 0.019 -0.044 0.024
C 6.526 -3.826 -2.696 0.012 0.014 -0.017
C 5.652 -2.756 -3.015 -0.028 0.000 0.012
C 5.920 -1.739 -3.956 -0.026 0.008 0.012
C 4.970 -0.774 -4.194 0.032 -0.009 -0.008
C 3.773 -0.785 -3.476 -0.035 0.002 0.007
N 3.496 -1.712 -2.563 -0.054 0.089 -0.050
C 4.412 -2.709 -2.361 0.000 -0.071 0.076
H 2.049 -4.067 -1.755 0.030 -0.051 0.018
H 2.472 -4.063 -0.182 0.014 -0.010 -0.006
H 4.572 -5.567 -0.530 0.000 -0.005 0.002
H 6.825 -5.599 -1.562 0.003 0.002 -0.003
H 7.493 -3.876 -3.179 0.001 -0.001 -0.001
H 6.859 -1.734 -4.495 0.003 -0.002 0.000
H 5.129 0.004 -4.926 0.006 -0.002 -0.003
H 3.029 -0.023 -3.656 0.001 -0.008 -0.001
```
Forces are in eV/Å.